Here is a molecular structure, C12H13Br2N3O4RuS2Se4 in a non-equilibrium geometry from the Open Molecules 2025 dataset. Energies are from ωB97M-V/def2-TZVPD.

Last column: Löwdin spin population.
Cartesian coordinates (Å):
Ru -5.896 -11.524 -4.260  1.210
Br -3.875 -9.866 -5.542  0.167
Br -2.950 -8.637 -2.396  0.318
Se -4.758 -12.637 -1.168  0.693
Se -4.470 -13.400 -5.169  0.453
Se -5.328 -10.528 -1.882  0.511
Se -3.354 -13.742 -3.380  0.736
S -7.711 -12.765 -7.116  0.002
S -7.566 -9.191 -7.674  0.009
O -6.890 -13.872 -3.400  0.017
O -6.725 -13.806 -7.019  0.010
O -8.100 -12.272 -8.410  0.002
O -8.497 -12.244 -3.411  -0.009
N -7.151 -11.530 -6.174  0.001
N -6.905 -9.523 -5.209  0.040
N -12.788 -15.127 -5.260  0.000
C -7.696 -14.829 -2.755  0.002
C -7.151 -7.799 -6.717  0.006
C -11.575 -14.664 -5.630  0.000
C -10.346 -15.367 -5.652  0.000
C -7.380 -12.646 -3.590  -0.015
C -7.291 -10.190 -6.276  0.004
C -11.523 -13.336 -6.052  0.000
C -9.160 -13.440 -6.392  0.000
C -9.166 -14.739 -5.952  0.000
C -4.009 -10.701 -7.207  0.757
C -10.355 -12.724 -6.465  0.000
C -6.833 -8.174 -5.455  0.006
H -8.209 -15.270 -5.831  0.000
H -4.820 -11.410 -7.383  0.038
H -8.064 -14.398 -1.745  0.001
H -10.271 -16.382 -5.312  0.000
H -12.719 -16.002 -4.798  0.000
H -3.137 -10.539 -7.858  0.039
H -8.655 -14.957 -3.317  0.000
H -13.385 -14.404 -4.846  0.000
H -6.462 -7.581 -4.619  0.000
H -10.376 -11.709 -6.864  0.000
H -12.417 -12.705 -6.098  0.000
H -7.171 -15.749 -2.712  0.000
H -7.111 -6.805 -7.083  0.001

Computed properties:
HOMO energy (alpha / beta) ... -4.36 / -5.00 eV
HOMO-LUMO gap (alpha / beta) ... 5.877 / 5.843 eV
Relative energy (zero: lowest compared OMol25 entry of this formula, charge and spin) ... 41.1 kcal/mol
E_tot ... -451036.8636 eV
F_max ... 0.06968 Eh/bohr
Total charge ... -1
Spin multiplicity ... 6



Here is a molecular structure, C12H13BrCoI2N2O3S2 in a non-equilibrium geometry from the Open Molecules 2025 dataset. Energies are from ωB97M-V/def2-TZVPD.

Last column: Löwdin charge in e.
Cartesian coordinates (Å):
I -3.372 0.092 -0.267  0.198
I 2.062 -4.062 1.104  0.798
Br -0.204 -1.571 -2.531  0.798
Co -0.749 0.775 -0.085  -0.184
S -0.788 0.709 2.116  0.706
S 1.510 0.759 -0.041  0.744
O -1.242 4.557 -1.540  0.023
O -1.060 2.874 -0.059  -0.071
O -0.152 -1.888 0.663  -0.141
N -2.091 -3.037 0.778  0.148
N -0.740 1.095 -2.045  -0.065
C 1.132 0.545 4.030  -0.147
C -0.950 1.849 -4.695  -0.050
C -1.138 3.375 -1.212  -0.610
C -0.587 0.213 -3.018  -0.716
C 0.819 0.633 2.559  -0.777
C -0.684 0.533 -4.362  -0.107
C -0.042 -4.223 1.223  -0.588
C -0.748 -2.924 0.851  -0.683
C -1.094 2.784 -3.685  0.009
C 3.291 0.583 2.009  -0.139
C 1.843 0.658 1.601  -0.789
C -0.981 2.373 -2.368  -0.157
H -0.553 -0.239 -5.104  0.095
H 1.685 -0.368 4.262  0.075
H -0.281 -4.498 2.248  0.045
H 3.865 1.356 1.496  0.063
H 0.208 0.544 4.605  0.051
H 3.713 -0.383 1.716  0.066
H -1.294 3.832 -3.853  0.118
H -2.620 -2.215 0.481  -0.081
H -0.339 -5.033 0.560  0.039
H 3.433 0.701 3.080  0.054
H -2.551 -3.924 0.857  0.095
H -1.041 2.135 -5.735  0.107
H 1.740 1.390 4.362  0.072

Computed properties:
HOMO energy (alpha / beta) ... -3.45 / -3.48 eV
HOMO-LUMO gap (alpha / beta) ... 5.609 / 5.651 eV
E_tot ... -167323.0610 eV
F_max ... 0.05899 Eh/bohr
Total charge ... -1
Spin multiplicity ... 1



Here is a molecular structure, C12H13BrN5OPtS2Te from the Open Molecules 2025 dataset. Energies are from ωB97M-V/def2-TZVPD.

Last column: Löwdin charge in e.
Cartesian coordinates (Å):
Pt -0.662 0.127 -0.791  0.422
Te -0.005 2.253 -2.086  0.875
Br 0.695 -3.352 -0.403  0.877
S 1.715 4.876 -1.258  0.932
S -2.683 1.131 -1.016  0.533
O 5.406 -1.559 0.008  0.126
N -1.824 -1.613 0.048  -0.038
N 1.386 -0.605 -0.492  -0.129
N -5.366 -1.557 -0.013  0.156
N -4.972 -0.340 -0.501  0.064
N -3.191 -1.360 -0.056  -0.085
C 4.132 -1.199 -0.151  -0.295
C 1.856 -1.857 -0.360  -0.684
C -3.651 -0.190 -0.536  -0.676
C -4.266 -2.179 0.255  -0.303
C 1.838 4.450 1.252  -0.190
C 3.176 -2.206 -0.195  -0.047
C 2.349 0.344 -0.435  -0.153
C 1.103 3.358 0.698  -0.256
C -4.135 -3.540 0.823  0.016
C 2.229 5.345 0.310  -0.413
C 0.961 3.454 -0.657  -1.027
C 3.690 0.112 -0.271  0.041
H -5.131 -3.939 0.993  0.098
H -1.585 -2.424 -0.514  0.011
H 2.020 1.360 -0.526  0.009
H -3.601 -3.517 1.774  0.094
H -1.578 -1.796 1.018  0.116
H -3.604 -4.204 0.139  0.093
H 2.786 6.258 0.444  0.069
H 5.988 -0.789 0.030  0.134
H 0.687 2.554 1.289  0.096
H -5.665 0.334 -0.786  0.175
H 2.059 4.555 2.304  0.104
H 4.371 0.952 -0.240  0.136
H 3.470 -3.239 -0.100  0.118

Computed properties:
HOMO energy ... -9.87 eV
HOMO-LUMO gap ... 6.795 eV
Relative energy (zero: lowest compared OMol25 entry of this formula, charge and spin) ... 0.0 kcal/mol
E_tot ... -124399.9549 eV
F_max ... 0.00617 Eh/bohr
Total charge ... +1
Spin multiplicity ... 1



Here is 6 unconnected molecules or ions with the total composition C12H13Cl20IN in a non-equilibrium geometry from the Open Molecules 2025 dataset. Energies are from ωB97M-V/def2-TZVPD.

Last column: Löwdin charge in e.
Cartesian coordinates (Å):
I 1.729 0.609 3.990  0.826
Cl -0.258 -2.375 -4.917  0.571
Cl -2.008 -5.358 -0.197  0.469
Cl 0.155 -1.775 0.617  0.483
Cl -0.811 -3.246 -2.205  0.484
Cl -2.243 -0.998 -3.324  0.518
Cl -0.770 2.428 -2.457  0.556
Cl 3.614 -1.049 -2.845  0.467
Cl -3.604 2.244 -1.882  0.587
Cl 1.508 -4.332 0.740  0.542
Cl 5.781 -0.819 -0.933  0.504
Cl 5.524 1.115 -3.072  0.527
Cl -0.003 -7.415 -0.581  0.517
Cl 1.369 -2.607 3.071  0.472
Cl -2.579 -8.096 0.550  0.539
Cl 3.052 -1.888 0.824  0.533
Cl 6.336 -1.599 -3.665  0.544
Cl -2.371 -7.372 -2.244  0.534
Cl 0.572 -0.763 -2.655  0.442
Cl -2.025 4.380 -0.724  0.636
Cl -2.602 4.377 -3.561  0.589
N -0.987 1.524 0.543  0.091
C -3.003 1.283 1.761  -0.072
C -1.741 -7.063 -0.618  -2.029
C 1.532 -2.658 1.311  -1.986
C 1.680 2.768 1.693  -0.271
C 1.898 1.231 1.913  -0.643
C -2.250 3.359 -2.160  -1.956
C -0.687 -1.850 -3.283  -2.000
C 0.254 3.281 2.089  -0.160
C -0.900 2.273 1.818  -0.312
C -2.140 0.925 0.486  -0.054
C -2.398 2.748 1.942  -0.108
C 5.315 -0.588 -2.630  -2.026
H 1.284 0.622 1.216  -0.015
H 2.955 1.020 1.623  0.038
H -2.520 0.279 -0.328  0.111
H 0.241 3.492 3.186  0.119
H 1.835 2.986 0.612  0.115
H 2.414 3.337 2.308  0.115
H -2.674 3.328 2.839  0.139
H -0.775 1.454 2.569  0.099
H -2.579 3.206 0.939  -0.007
H -0.268 1.469 -0.180  0.101
H -4.102 1.255 1.612  0.124
H -0.002 4.244 1.586  0.107
H -2.745 0.616 2.623  0.139

Computed properties:
HOMO energy ... -11.89 eV
HOMO-LUMO gap ... 7.982 eV
E_tot ... -272685.1020 eV
F_max ... 0.04346 Eh/bohr
Total charge ... +1
Spin multiplicity ... 1



Here is a molecular structure, C12H13FeNP in a non-equilibrium geometry from the Open Molecules 2025 dataset. Energies are from ωB97M-V/def2-TZVPD.

Last column: Löwdin spin population.
Cartesian coordinates (Å):
Fe -1.262 -1.101 -1.270  3.611
P 0.021 -0.138 -2.793  0.067
N -0.246 -0.196 0.142  0.227
C 2.509 0.639 2.130  0.135
C -3.361 -1.547 -2.092  0.051
C -3.441 -1.531 -0.683  0.050
C 1.385 1.267 1.559  0.114
C -2.418 -2.591 -2.467  0.052
C 0.461 0.490 0.756  0.202
C -1.992 -3.281 -1.288  0.038
C 1.214 2.647 1.722  0.131
C 3.451 1.390 2.847  0.011
C 2.139 3.388 2.470  0.012
C -2.548 -2.566 -0.180  0.049
C 3.259 2.762 3.026  0.179
H 4.333 0.913 3.259  -0.004
H -2.416 -2.823 0.873  0.002
H 1.992 4.450 2.613  -0.004
H 1.127 0.668 -2.388  0.001
H -1.339 -4.153 -1.241  0.004
H 0.358 3.145 1.287  0.007
H -3.898 -0.894 -2.782  0.004
H -2.167 -2.871 -3.492  0.001
H -0.513 0.790 -3.744  0.020
H 0.736 -0.912 -3.764  0.014
H 2.688 -0.420 1.985  0.008
H -4.053 -0.864 -0.073  0.003
H 3.982 3.341 3.588  0.013

Computed properties:
HOMO energy (alpha / beta) ... -3.85 / -7.99 eV
HOMO-LUMO gap (alpha / beta) ... 4.200 / 6.880 eV
Relative energy (zero: lowest compared OMol25 entry of this formula, charge and spin) ... 0.0 kcal/mol
E_tot ... -57816.5139 eV
F_max ... 0.10072 Eh/bohr
Spin multiplicity ... 6



Here is a molecular structure, C12H13MnN3OS3 from the Open Molecules 2025 dataset. Energies are from ωB97M-V/def2-TZVPD.

Last column: Löwdin spin population.
Cartesian coordinates (Å):
Mn 0.510 -0.309 0.808  4.673
S 0.904 -2.456 -0.408  0.059
S -1.878 -1.216 1.666  0.039
S 2.952 -0.241 0.997  0.061
O 0.609 1.756 1.494  0.054
N -1.064 0.567 -0.464  0.031
N -2.166 -0.181 -0.853  0.005
N -3.663 -1.777 -0.237  0.003
C 2.660 -2.584 -0.416  0.011
C 3.497 -1.699 0.164  0.008
C 3.170 -3.836 -1.087  0.003
C -0.972 1.726 -0.996  0.016
C 0.689 2.704 0.649  0.008
C 0.099 3.866 -1.439  0.001
C -2.533 -1.010 0.085  0.006
C 1.581 4.933 0.087  0.002
C 1.485 3.864 0.940  0.003
C 0.884 4.960 -1.131  0.003
C 4.999 -1.892 0.179  0.002
C -0.007 2.748 -0.605  0.004
H 4.250 -3.830 -1.252  0.000
H 2.028 3.834 1.878  0.000
H 5.402 -2.210 -0.788  0.000
H 2.680 -3.977 -2.054  0.001
H 2.209 5.779 0.358  0.000
H -4.191 -2.022 0.586  0.001
H -4.220 -1.328 -0.952  0.000
H -1.703 2.011 -1.758  0.002
H 0.952 5.809 -1.800  0.000
H 5.310 -2.640 0.920  0.000
H 5.487 -0.955 0.446  0.002
H 2.932 -4.728 -0.494  0.001
H -0.469 3.864 -2.366  0.000

Computed properties:
HOMO energy (alpha / beta) ... 0.12 / -0.06 eV
HOMO-LUMO gap (alpha / beta) ... 5.215 / 5.373 eV
Relative energy (zero: lowest compared OMol25 entry of this formula, charge and spin) ... 4.1 kcal/mol
E_tot ... -83001.5161 eV
F_max ... 0.00963 Eh/bohr
Total charge ... -2
Spin multiplicity ... 6



Here is a molecular structure, C12H13MnNO11P from the Open Molecules 2025 dataset. Energies are from ωB97M-V/def2-TZVPD.

Last column: Löwdin spin population.
Cartesian coordinates (Å):
Mn -1.347 0.851 -0.155  3.762
P 0.698 -2.544 -0.156  0.000
O -2.312 -0.713 -0.182  0.021
O -3.245 -2.239 1.145  0.011
O -2.829 2.072 -0.494  0.036
O 0.596 0.293 -0.631  0.157
O 2.223 -2.144 0.304  0.000
O 2.749 0.941 -0.505  0.072
O -3.432 4.236 -0.430  0.009
O -1.179 0.532 1.771  0.091
O 0.758 -4.121 0.294  0.000
O -1.915 -0.918 3.309  0.011
O 1.026 -2.723 -1.745  0.000
N -0.394 2.565 -0.288  0.135
C -0.511 -4.780 0.273  0.000
C 1.650 3.796 -0.163  0.076
C -2.601 3.355 -0.391  0.004
C 1.440 1.239 -0.476  0.202
C 0.900 4.940 -0.094  0.060
C -1.845 -0.510 2.175  0.009
C 2.306 -1.770 1.685  0.000
C -2.563 -1.259 1.000  0.008
C 0.977 2.554 -0.291  0.152
C -0.519 4.909 -0.160  0.149
C 0.199 -2.079 -2.707  0.001
C -1.116 3.674 -0.251  0.022
H 2.794 -0.029 -0.576  0.001
H -1.058 -4.597 1.199  0.000
H -1.132 -4.442 -0.561  0.000
H 2.141 -2.635 2.331  0.000
H -0.322 -5.845 0.157  0.000
H 1.403 5.894 0.001  0.001
H 0.841 -1.665 -3.485  0.000
H -0.482 -2.805 -3.155  0.000
H 1.571 -0.998 1.928  0.000
H 3.310 -1.385 1.854  0.000
H 2.730 3.821 -0.129  0.003
H -0.385 -1.272 -2.267  0.001
H -1.127 5.801 -0.134  0.008

Computed properties:
HOMO energy (alpha / beta) ... -3.78 / -6.27 eV
HOMO-LUMO gap (alpha / beta) ... 5.992 / 8.259 eV
Relative energy (zero: lowest compared OMol25 entry of this formula, charge and spin) ... 7.1 kcal/mol
E_tot ... -77282.5259 eV
F_max ... 0.00902 Eh/bohr
Total charge ... -1
Spin multiplicity ... 6



Here is a gas-phase ion, C12H13N2 (charge +1) in a non-equilibrium geometry from the Open Molecules 2025 dataset. Energies are from ωB97M-V/def2-TZVPD.

Last column: Löwdin charge in e.
Cartesian coordinates (Å):
N -1.480 -1.611 0.226  0.157
N -0.074 -1.700 -1.742  0.159
C 1.153 -0.124 0.485  -0.131
C 2.207 -0.733 -1.614  -0.031
C -1.724 -0.756 1.228  -0.157
C 2.322 -0.452 -0.258  0.056
C 0.065 1.542 -1.271  -0.007
C -1.065 0.678 1.022  -0.253
C -0.076 0.517 -0.193  -0.176
C -0.516 -0.279 2.079  -0.134
C 1.126 -1.432 -2.173  -0.036
C -1.754 1.943 1.430  0.005
C 0.848 -0.523 1.812  0.099
C -0.631 -1.166 -0.611  -0.135
H -2.670 -0.966 1.768  0.174
H -2.329 1.679 2.338  0.113
H -0.570 -2.161 -2.461  0.169
H -0.391 2.582 -1.096  0.125
H -1.043 2.773 1.456  0.100
H 3.125 -1.001 -1.989  0.091
H 1.342 -1.839 -3.152  0.150
H 1.083 1.680 -1.525  0.060
H 1.453 -1.080 2.590  0.164
H 3.265 -0.364 0.187  0.122
H -0.407 1.075 -2.200  0.117
H -0.850 -0.410 3.036  0.127
H -2.409 2.131 0.628  0.072

Computed properties:
HOMO energy (alpha / beta) ... -12.55 / -12.55 eV
HOMO-LUMO gap (alpha / beta) ... 7.359 / 7.358 eV
Relative energy (zero: lowest compared OMol25 entry of this formula, charge and spin) ... 86.3 kcal/mol
E_tot ... -15624.4688 eV
F_max ... 0.09000 Eh/bohr
Structure (SMILES) ... C[C@]12C3=C[C@@H]4[C@H](N=C1[NH+]=CC=C3)[C@@]42C
Total charge ... +1
Spin multiplicity ... 1



Which formula does entry 7 have? C12H13MnNO11P